{
  "formula": "C21H40F5N4O6",
  "method": "ωB97M-V with the def2-TZVPD basis set",
  "elements": ["C", "C", "O", "C", "C", "O", "C", "C", "O", "C", "N", "C", "C", "O", "C", "O", "C", "C", "C", "N", "C", "F", "F", "C", "F", "F", "F", "N", "C", "C", "O", "C", "C", "C", "C", "N", "H", "H", "H", "H", "H", "H", "H", "H", "H", "H", "H", "H", "H", "H", "H", "H", "H", "H", "H", "H", "H", "H", "H", "H", "H", "H", "H", "H", "H", "H", "H", "H", "H", "H", "H", "H", "H", "H", "H", "H"],
  "xyz": [[5.713, -1.289, 3.183], [5.244, -1.553, 1.776], [6.170, -0.969, 0.882], [5.761, -0.944, -0.465], [5.365, 0.469, -0.846], [4.133, 0.835, -0.238], [3.001, 0.520, -0.993], [1.987, -0.240, -0.185], [1.554, 0.543, 0.902], [0.465, 0.040, 1.603], [-0.786, -0.073, 0.799], [-1.385, -1.435, 0.818], [-0.581, -2.418, -0.019], [-1.171, -3.698, 0.090], [-2.306, -3.847, -0.687], [-3.398, -3.635, -0.210], [-2.121, -4.289, -2.106], [-1.991, -3.094, -3.083], [-1.736, 0.876, 1.162], [-2.740, 0.524, 2.078], [-2.425, 0.707, 3.459], [-1.555, -0.251, 3.858], [-1.826, 1.896, 3.701], [-3.725, 0.597, 4.318], [-4.540, -0.348, 3.773], [-4.359, 1.791, 4.303], [-3.403, 0.257, 5.591], [-1.714, 2.040, 0.600], [-0.709, 2.353, -0.435], [-1.091, 1.873, -1.824], [0.006, 2.070, -2.702], [-2.666, 3.117, 0.914], [-3.788, 3.276, -0.120], [-4.587, 2.007, -0.424], [-5.281, 2.064, -1.784], [-4.385, 1.608, -2.846], [6.649, -1.789, 3.384], [4.937, -1.624, 3.863], [5.800, -0.220, 3.323], [5.182, -2.623, 1.569], [4.247, -1.126, 1.665], [6.578, -1.273, -1.098], [4.907, -1.602, -0.613], [6.134, 1.135, -0.478], [5.313, 0.595, -1.926], [2.539, 1.440, -1.358], [3.235, -0.094, -1.861], [1.178, -0.524, -0.859], [2.462, -1.155, 0.172], [0.332, 0.717, 2.435], [0.694, -0.944, 2.005], [-2.381, -1.401, 0.402], [-1.443, -1.822, 1.829], [-0.589, -2.091, -1.057], [0.450, -2.483, 0.296], [-3.024, -4.824, -2.357], [-1.287, -4.971, -2.204], [-2.215, -2.164, -2.573], [-2.709, -3.187, -3.883], [-0.994, -3.055, -3.498], [-3.631, 0.947, 1.847], [0.252, 1.943, -0.160], [-0.604, 3.429, -0.442], [-1.901, 2.462, -2.226], [-1.334, 0.813, -1.827], [0.814, 2.219, -2.212], [-2.092, 4.030, 0.937], [-3.135, 2.947, 1.868], [-3.440, 3.775, -1.016], [-4.475, 3.967, 0.354], [-5.384, 1.931, 0.310], [-4.001, 1.091, -0.363], [-6.161, 1.429, -1.733], [-5.569, 3.094, -1.954], [-3.858, 0.809, -2.534], [-4.910, 1.355, -3.667]],
  "mulliken_charge": [-1.4522, 0.4793, -0.3860, -0.4781, -0.6623, -0.4118, -0.9718, 0.4342, -0.5539, -0.9714, 1.6306, -0.6709, -0.4136, -0.4367, 0.5867, -0.5154, -0.4493, -0.6924, -1.9796, 0.1813, 0.6586, -0.3136, -0.2854, 0.6801, -0.2186, -0.2244, -0.2204, 0.5893, -0.8687, 0.3387, -0.6145, -0.9039, -0.8073, 0.2877, -1.0179, -0.3933, 0.3565, 0.3963, 0.3372, 0.3436, -0.2231, 0.4200, 0.2914, 0.3833, 0.4194, 0.1375, 0.5211, -0.0479, 0.4928, 0.3652, 0.5260, 0.4551, 0.1178, 0.3675, 0.1254, 0.3925, 0.3422, -0.0617, 0.3516, 0.2859, 0.5873, 0.3184, 0.4230, 0.3212, -0.2839, 0.4092, 0.4591, 0.3529, 0.4997, 0.4795, 0.3442, -0.0639, 0.4145, 0.3892, 0.0091, 0.2917],
  "charge": 1,
  "homo_lumo_gap_ev": 7.639,
  "e_homo_ev": -11.43,
  "smiles": "CCOCCOCCOCN(CCOC(=O)CC)/C(NC(F)(F)C(F)(F)F)=[N+](\\CCO)CCCCN",
  "e_above_lowest_kcal_mol": 15.8,
  "e_tot_ev": -54250.52451,
  "mol_weight_da": 539.56
}